(1)
{
  "formula": "C4H2O2",
  "method": "ωB97M-V/def2-TZVPD",
  "symbols": ["C", "C", "C", "C", "O", "O", "H", "H"],
  "positions_angstrom": [[0.07751, -0.29304, 1.01560], [0.24507, -0.46999, -0.96775], [1.30233, -0.60158, -0.25476], [-0.74823, 0.38640, 0.00266], [2.40055, -0.92902, -0.15456], [-1.88865, 0.53580, -0.33355], [0.22866, 0.33625, 1.86319], [-1.61724, 1.03518, -1.17082]],
  "nbo_charge": [-0.335, -0.186, 0.432, 0.363, -0.484, -0.551, 0.245, 0.516],
  "relative_energy_kj_mol": 627.51
}



(2)
{
  "formula": "C4H9NO2",
  "method": "ωB97M-V/def2-TZVPD",
  "symbols": ["C", "C", "C", "C", "H", "H", "H", "H", "H", "H", "H", "H", "H", "N", "O", "O"],
  "positions_angstrom": [[1.02238, -2.14845, 0.51395], [-0.26540, -2.01853, -0.15594], [-0.23165, 0.38183, -0.39192], [-0.18757, 2.72620, -0.10971], [1.88680, -1.82280, 0.24254], [1.68713, -2.94660, 0.56933], [0.80138, -1.80822, 1.45747], [-0.30738, -2.16395, -1.16299], [-1.34883, -2.82486, 0.54448], [-2.00382, 1.43795, 0.33136], [-1.00811, 3.80265, -0.65207], [0.11668, 3.40250, 0.86764], [0.57500, 2.77755, -0.98543], [-0.79657, 1.50746, -0.02029], [-0.86072, -0.65372, -0.13937], [0.92067, 0.35100, -0.90905]],
  "nbo_charge": [-0.729, 0.038, 0.863, -0.390, 0.258, 0.263, 0.215, 0.184, 0.161, 0.408, 0.131, 0.210, 0.259, -0.641, -0.518, -0.712],
  "relative_energy_kj_mol": 705.46
}